An isolated molecule of C5H7NO2. Source: OMol25; level of theory: ωB97M-V/def2-TZVPD.

XYZ file:
```
15
Properties=species:S:1:pos:R:3:forces:R:3:mulliken_charge:R:1
C -0.208947 -1.272626 -0.846760 0.33 0.41 -0.22 -1.4627
C -0.542725 0.178114 -0.514245 -0.61 0.94 1.85 0.5817
C 0.575547 1.230177 -0.514477 -0.81 -1.44 -1.43 -1.0836
C 1.692269 0.746620 -0.968144 2.50 1.08 -0.24 0.8115
O 2.773212 0.422151 -1.273601 -0.99 -0.32 0.10 -0.4141
C -1.045175 0.243808 0.955421 -0.52 -0.91 -0.75 0.3724
N -0.098198 0.057902 1.905793 0.25 0.03 0.17 -0.3403
O -2.224202 0.330283 1.213902 -0.39 0.26 0.20 -0.6270
H 0.061714 -1.353183 -1.897849 0.07 -0.13 -0.08 0.3808
H 0.617313 -1.638294 -0.239966 0.08 -0.09 0.01 0.3382
H -1.075231 -1.904250 -0.662957 -0.05 0.05 0.02 0.3937
H -1.368303 0.522651 -1.143592 0.07 -0.06 0.18 0.2801
H 0.341616 2.280508 -0.561335 0.17 0.07 0.20 0.3208
H 0.879952 0.088977 1.675643 -0.09 0.10 0.06 0.2124
H -0.378845 0.067163 2.872166 -0.01 0.01 -0.08 0.2360
```
Positions in Å, forces in eV/Å.

Properties
Kohn-Sham gap = 9.656 eV
HOMO = -9.089 eV
molecular weight = 113.1 Da
multiplicity = 1
calculated total energy = -399.940891 a.u.
SMILES = C[C@H](C=C=O)C(N)=O
energy above the lowest of the compared OMol25 structures with the same formula, charge and spin = 15.48 kcal per mole